(1)
{
  "formula": "C5H7NO",
  "method": "the ωB97M-V functional and the def2-TZVPD basis",
  "symbols": ["C", "C", "C", "O", "C", "N", "C", "H", "H", "H", "H", "H", "H", "H"],
  "coordinates": [[2.25543, -0.18230, -0.27085], [0.78367, 0.05007, -0.13326], [0.14575, 1.06414, -0.79838], [-1.22044, 0.96876, -0.56131], [-1.39218, -0.08372, 0.23687], [-2.69564, -0.33002, 0.59266], [-0.20520, -0.67754, 0.57685], [2.77464, -0.18298, 0.69163], [2.68018, 0.59317, -0.91905], [2.44733, -1.14532, -0.76700], [0.60193, 1.99236, -0.48682], [-3.35703, -0.09980, -0.13544], [-2.82680, -1.25989, 0.95243], [-0.04447, -1.38911, 1.37286]],
  "forces_ev_per_a": [[0.0, 0.0, 0.1], [-0.1, -0.4, -0.3], [0.7, 0.0, 0.7], [0.0, 0.1, 0.4], [0.0, 0.1, 0.2], [-0.1, -0.2, 0.0], [0.0, -0.2, 0.2], [0.0, 0.0, -0.1], [0.0, -0.1, 0.2], [-0.1, 0.2, 0.2], [-0.1, 0.9, -1.4], [0.0, 0.1, 0.1], [-0.2, -0.1, 0.0], [-0.1, -0.3, -0.4]],
  "lowdin_charge": [-0.05, -0.30, -0.11, 0.04, -0.41, 0.14, 0.01, 0.08, 0.08, 0.09, 0.13, 0.10, 0.10, 0.11],
  "smiles": "Cc1coc(N)c1",
  "e_above_lowest_kcal_mol": 35.9,
  "gap_ha": 0.316,
  "lumo_ha": 0.0350,
  "charge": 0
}

=====

(2)
{
  "formula": "C5H7NO",
  "method": "the ωB97M-V functional and the def2-TZVPD basis",
  "symbols": ["C", "C", "C", "O", "C", "C", "N", "H", "H", "H", "H", "H", "H", "H"],
  "coordinates": [[-1.13125, 1.35590, 0.98114], [-0.80983, -1.08411, -0.41900], [-0.16048, -2.15273, -0.96274], [1.22325, -1.99880, -1.13577], [1.49873, -0.76872, -0.68232], [0.31556, -0.23371, -0.26527], [0.20116, 1.12665, 0.34675], [-1.33153, 0.51341, 1.64072], [-1.88275, 1.33528, 0.19520], [-1.10253, 2.31143, 1.51222], [-0.48637, -3.13134, -1.29769], [2.53179, -0.44506, -0.72124], [0.35736, 1.84624, -0.36252], [0.93387, 1.24667, 1.04808]],
  "forces_ev_per_a": [[-0.1, 0.0, 0.1], [0.4, -0.2, -0.2], [-0.2, -0.2, -0.1], [-0.1, 0.0, 0.0], [0.0, 0.1, 0.1], [0.1, 0.1, 0.1], [0.1, 0.1, 0.0], [0.0, 0.1, -0.1], [0.1, 0.0, 0.1], [0.0, -0.1, -0.1], [0.0, 0.2, 0.1], [-0.2, 0.0, 0.0], [0.0, -0.1, 0.1], [-0.1, -0.1, -0.1]],
  "lowdin_charge": [-0.04, -0.07, -0.20, -0.05, -0.14, -0.34, 0.03, 0.09, 0.09, 0.09, 0.09, 0.11, 0.17, 0.17],
  "e_above_lowest_kcal_mol": 99.3,
  "gap_ha": 0.267,
  "lumo_ha": 0.0025,
  "charge": 0
}

=====

(3)
{
  "formula": "C5H7NO",
  "method": "the ωB97M-V functional and the def2-TZVPD basis",
  "symbols": ["C", "C", "C", "C", "C", "N", "O", "H", "H", "H", "H", "H", "H", "H"],
  "coordinates": [[-1.25620, -2.16502, 0.65626], [-0.57750, -1.16741, 0.66235], [0.01655, 0.11981, 0.49872], [-1.46197, 0.44101, -0.34873], [1.27231, 0.20093, -0.41767], [2.32320, 1.00757, -0.01975], [1.28099, -0.35460, -1.49385], [-2.17566, -2.59234, 0.34053], [0.18236, 0.73498, 1.40766], [-1.60107, 1.46168, -0.06783], [-2.44461, -0.08749, -0.16460], [-1.22586, 0.23720, -1.39378], [3.14753, 0.96341, -0.60938], [2.51993, 1.20027, 0.95006]],
  "forces_ev_per_a": [[0.2, 0.0, 0.0], [0.9, -1.7, 1.0], [-1.4, 0.1, -0.7], [0.8, 1.2, -0.1], [-0.6, -0.1, -0.5], [-0.2, -0.3, 0.2], [0.0, 0.1, 0.2], [0.0, -0.7, 0.2], [-0.6, -0.4, -0.5], [-0.4, 1.0, -0.7], [1.8, 0.3, 0.6], [0.2, 0.5, 0.1], [-0.3, -0.1, 0.1], [-0.3, 0.0, 0.0]],
  "lowdin_charge": [0.07, -0.21, -0.17, -0.01, -0.50, 0.15, 0.06, 0.03, 0.14, 0.05, 0.10, 0.08, 0.11, 0.09],
  "smiles": "C#C[C@H](C)C(N)=O",
  "e_above_lowest_kcal_mol": 81.5,
  "gap_ha": 0.355,
  "lumo_ha": 0.0289,
  "charge": 0
}

=====

(4)
{
  "formula": "C5H7NO",
  "method": "the ωB97M-V functional and the def2-TZVPD basis",
  "symbols": ["O", "C", "C", "C", "N", "C", "C", "H", "H", "H", "H", "H", "H", "H"],
  "coordinates": [[1.91144, 1.72269, -0.47290], [1.52090, 0.63957, -0.86152], [0.38112, -0.02053, -0.15816], [-0.94437, -0.49914, -0.80136], [-1.32152, -0.37751, 0.66184], [-0.46454, 0.89506, 0.69354], [0.01270, -1.07357, 0.91917], [1.85997, 0.21345, -1.82443], [-1.52049, 0.15324, -1.46498], [-0.98565, -1.53721, -1.15720], [-0.72764, 1.82057, 0.17190], [-0.12958, 1.10518, 1.71305], [0.38759, -0.90780, 1.93216], [0.02007, -2.13399, 0.64889]],
  "forces_ev_per_a": [[0.0, -0.9, -0.4], [0.3, 0.4, 0.1], [0.1, 0.2, -0.1], [-0.2, 0.0, -0.3], [-0.2, -0.1, 0.2], [0.0, 0.4, 0.2], [0.2, -0.4, 0.3], [0.2, 0.0, 0.1], [0.3, 0.1, 0.1], [0.1, 0.3, 0.0], [-0.8, -0.3, 0.2], [0.1, 0.1, -0.2], [0.1, 0.0, -0.2], [0.0, 0.2, 0.0]],
  "lowdin_charge": [0.06, -0.18, -0.34, -0.11, -0.02, -0.13, -0.10, 0.13, 0.12, 0.11, 0.12, 0.12, 0.11, 0.11],
  "e_above_lowest_kcal_mol": 90.0,
  "gap_ha": 0.360,
  "lumo_ha": 0.0234,
  "charge": 0
}

=====

- Which value of charge does entry 2 give?
  0

=====

- charge of number 1 (C5H7NO)?
  0